No. 1
Here is a molecular structure, C52H45BaFGeN12S at a distorted geometry from the OMol25 dataset. Energies are from ωB97M-V with the def2-TZVPD basis set.

The geometry in XYZ format:
```
113
Properties=species:S:1:pos:R:3:forces:R:3:mulliken_charge:R:1
Ba -0.4777 -0.1929 0.4444 0.52 -0.54 -0.81 2.4044
C 3.3126 0.9509 5.9277 0.01 0.03 -0.02 -0.6445
C 2.8130 -0.2798 6.3584 -0.02 -0.03 0.00 -0.6988
C 1.7217 -0.8653 5.7330 0.00 -0.03 0.03 -0.0189
C 1.1513 -0.1943 4.6638 0.04 0.01 0.00 0.0600
C 0.0091 -0.5066 3.7882 -0.12 0.08 0.09 0.1309
N -0.8182 -1.5499 3.9767 0.11 -0.06 0.16 -0.4752
C -1.8695 -1.8437 3.2324 -0.26 0.06 -0.04 -0.4398
C -2.9895 -2.6883 3.7029 0.02 -0.03 -0.08 0.0073
C -3.2041 -3.3780 4.8805 -0.01 -0.05 0.07 -0.1304
C -4.4115 -4.0525 5.0239 0.06 0.01 0.02 -0.6401
C -5.3798 -4.0162 4.0220 -0.02 0.02 -0.05 -0.6348
C -5.1689 -3.3043 2.8462 -0.06 -0.03 -0.02 0.0024
C -3.9599 -2.6528 2.6971 0.09 0.00 -0.05 -0.0110
C -3.4183 -1.7854 1.6250 -0.01 -0.03 0.28 -0.3442
N -4.1100 -1.4250 0.5642 -0.13 -0.02 -0.11 -0.4510
C -3.8323 -0.3770 -0.2374 -0.07 0.07 0.02 -0.4859
N -2.8835 0.5401 -0.0733 0.37 0.13 0.63 -0.8886
C -2.9901 1.5406 -1.0025 -0.15 -0.11 0.16 0.0120
N -2.2955 2.6578 -1.0657 -0.01 0.18 -0.11 -0.3652
C -1.3401 3.0652 -0.2132 0.04 0.07 0.17 -0.4030
N -0.7781 2.3423 0.7758 -0.28 -0.68 0.25 -0.5208
C 0.1399 3.0519 1.4525 -0.12 -0.03 -0.08 -0.3624
N 0.9086 2.6108 2.4683 0.15 0.18 0.02 -0.4105
C 0.8057 1.4632 3.0993 -0.15 -0.13 0.13 -0.0729
N -0.1206 0.4712 2.8917 -0.44 0.16 -0.41 -0.7532
C 1.6519 1.0410 4.2299 0.01 0.00 0.00 0.0432
C 2.7357 1.6277 4.8626 0.02 0.04 -0.02 0.0080
C 0.1982 4.3870 0.8659 0.00 -0.01 -0.10 0.2180
C 0.9522 5.5188 1.1557 0.04 0.02 0.02 -0.0281
C 0.7686 6.6445 0.3728 0.01 -0.01 0.03 -0.7989
C -0.1580 6.6524 -0.6783 -0.02 -0.02 -0.01 -0.7393
C -0.9199 5.5344 -0.9675 -0.02 0.02 -0.06 -0.0072
C -0.7352 4.3944 -0.1930 0.11 -0.04 0.02 0.1175
C -4.1117 1.1973 -1.8885 0.01 0.00 -0.03 0.0304
C -4.6559 1.8175 -3.0024 0.02 0.04 -0.03 0.0900
C -5.7268 1.2022 -3.6338 0.02 0.02 -0.01 -0.6577
C -6.2562 0.0006 -3.1542 0.00 -0.02 0.02 -0.8157
C -5.7262 -0.6122 -2.0279 -0.03 -0.04 -0.01 0.3292
C -4.6464 -0.0055 -1.4052 0.04 -0.01 0.00 0.2569
N -2.1678 -1.4086 1.9883 0.30 0.66 -0.23 0.2036
H 4.1635 1.3823 6.4394 0.00 0.01 0.00 0.4147
H 3.2847 -0.7781 7.1955 0.00 -0.01 0.00 0.4137
H 1.3190 -1.8137 6.0645 0.00 0.00 0.00 0.5616
H -2.4540 -3.3862 5.6602 0.00 0.00 0.00 0.5555
H -4.6099 -4.6107 5.9297 0.01 0.00 0.01 0.4062
H -6.3119 -4.5461 4.1702 -0.01 0.00 -0.01 0.4088
H -5.9200 -3.2528 2.0689 -0.01 -0.01 0.01 0.5607
H 3.1130 2.5856 4.5289 0.01 0.00 0.01 0.5805
H 1.6601 5.5106 1.9749 0.00 0.00 0.00 0.5437
H 1.3445 7.5389 0.5734 0.01 0.00 0.01 0.4109
H -0.2774 7.5528 -1.2673 -0.01 -0.01 -0.01 0.4183
H -1.6438 5.5358 -1.7726 0.00 0.02 0.00 0.5737
H -4.2462 2.7515 -3.3654 0.00 0.00 0.00 0.5789
H -6.1670 1.6584 -4.5113 0.01 0.01 0.00 0.4132
H -7.0962 -0.4492 -3.6677 0.00 -0.01 0.01 0.3961
H -6.1366 -1.5355 -1.6389 -0.01 0.00 -0.01 0.5411
Ge 2.0851 1.2912 -2.3078 0.03 0.16 -0.15 0.8516
C 3.6806 1.9563 -1.4457 -0.18 -0.02 -0.02 0.1125
C 3.5201 2.7775 -0.3305 0.00 -0.01 0.00 0.0389
C 4.6297 3.2559 0.3520 0.02 0.02 0.01 -0.5314
C 5.9044 2.9144 -0.0750 -0.03 -0.01 0.00 -0.5207
C 6.0712 2.0940 -1.1837 0.02 0.00 -0.01 -0.6714
C 4.9640 1.6158 -1.8669 0.02 -0.03 -0.02 -0.4480
C 1.4812 1.9299 -4.0297 0.06 -0.09 0.14 0.0974
C 0.2774 2.6327 -4.0651 -0.01 -0.01 0.01 -0.1489
C -0.2258 3.0960 -5.2735 -0.01 0.01 -0.01 -0.5555
C 0.4666 2.8534 -6.4507 0.00 -0.01 0.01 -0.4949
C 1.6640 2.1492 -6.4225 0.01 0.00 0.00 -0.6518
C 2.1706 1.6906 -5.2164 0.02 0.01 -0.01 -0.4726
H 0.8906 1.4608 -1.3600 -0.04 0.02 0.12 -0.2416
H 2.5293 3.0459 0.0210 0.00 0.00 0.00 0.1276
H 4.4909 3.8875 1.2198 0.01 0.00 0.00 0.4793
H 6.7719 3.2817 0.4578 0.00 0.01 0.01 0.3925
H 7.0661 1.8232 -1.5127 0.00 0.00 0.00 0.3914
H 5.1050 0.9655 -2.7226 0.00 0.00 0.00 0.3774
H -0.2808 2.8178 -3.1517 -0.01 0.01 0.01 0.3016
H -1.1602 3.6422 -5.2908 0.00 0.00 -0.01 0.4431
H 0.0737 3.2105 -7.3939 0.00 0.00 0.00 0.3908
H 2.2019 1.9572 -7.3418 0.00 0.00 0.00 0.3917
H 3.1024 1.1371 -5.2065 0.00 0.00 0.00 0.3953
C -2.1831 -0.7865 -4.0348 0.04 0.01 -0.01 -0.6150
S -1.2590 -1.4872 -2.6544 0.05 -0.03 -0.01 0.3768
C -2.3272 -2.8766 -2.2229 -0.07 0.04 0.00 -0.8697
H -3.2194 -0.6093 -3.7526 0.00 0.00 0.01 0.0394
H -2.1297 -1.4478 -4.8979 -0.01 0.00 0.00 0.4335
H -1.7150 0.1654 -4.2835 0.00 0.00 -0.01 0.0778
H -2.2199 -3.6907 -2.9381 0.00 0.00 -0.01 0.5077
H -3.3653 -2.5487 -2.1783 0.00 0.01 0.01 0.2619
H -2.0463 -3.2297 -1.2305 0.03 -0.01 0.00 0.0175
F 2.3356 -0.4531 -2.4616 -0.01 0.00 0.03 -0.3653
C 0.8419 -3.5310 1.3553 -0.02 0.00 0.00 -0.8124
N 1.2052 -2.6412 0.2316 0.02 -0.01 0.05 1.2239
C 2.5542 -2.0985 0.5086 0.00 0.03 0.03 -0.7781
N 3.5488 -3.1502 0.6778 0.02 0.01 0.00 0.0844
C 3.1200 -4.0152 1.7802 0.00 -0.01 0.01 -0.7426
N 1.8042 -4.6116 1.5337 0.00 -0.02 0.02 0.1468
C 1.8751 -5.3757 0.2857 -0.01 0.00 0.00 -0.7266
N 2.2705 -4.5428 -0.8525 0.01 -0.01 -0.01 0.1672
C 1.2979 -3.4630 -0.9928 0.04 0.00 -0.02 -0.7336
C 3.5760 -3.9477 -0.5529 -0.01 0.00 0.00 -0.6600
H -0.1474 -3.9550 1.1640 0.00 0.00 -0.01 0.2081
H 0.7911 -2.9437 2.2766 -0.01 0.01 0.00 0.0853
H 2.5127 -1.5033 1.4285 -0.01 0.01 0.00 0.2504
H 2.8505 -1.4572 -0.3245 -0.01 0.00 0.00 0.2392
H 3.0771 -3.4264 2.6991 0.00 0.00 0.00 0.3619
H 3.8525 -4.8140 1.9096 0.00 0.00 0.00 0.3439
H 0.8960 -5.8148 0.0822 0.00 0.00 0.00 0.3394
H 2.6008 -6.1823 0.4054 0.00 0.00 0.00 0.3408
H 0.3164 -3.8959 -1.2005 0.00 0.01 0.00 0.1978
H 1.5819 -2.8190 -1.8264 0.00 0.00 0.00 -0.0305
H 3.8725 -3.3057 -1.3845 0.00 0.00 0.00 0.3454
H 4.3129 -4.7451 -0.4412 0.00 0.00 0.00 0.3375
```
Forces are in eV/Å.

The calculation puts the highest occupied orbital energy (spin up / spin down) at -6.02 / -6.02 eV. Its energy above the lowest of the compared OMol25 structures with the same formula, charge and spin is 47.9 kJ/mol. As for the HOMO-LUMO gap (spin up / spin down): 0.182 / 0.182 hartree.

---

No. 2
Here is 14 unconnected molecules or ions with the total composition C32H64Cl16O6 at a distorted geometry from the OMol25 dataset. Energies are from ωB97M-V with the def2-TZVPD basis set.

The geometry in XYZ format:
```
118
Properties=species:S:1:pos:R:3:forces:R:3:mulliken_charge:R:1
C 3.3947 1.5006 4.7861 -1.44 0.68 -0.69 -0.7945
C 2.7295 1.8101 3.3581 0.82 -0.97 1.50 -0.0532
C 1.6934 0.7334 3.1833 0.71 -0.21 1.49 0.0375
O 2.0416 -0.3436 4.0915 -1.09 0.17 -0.48 -0.0804
C 3.1575 0.0149 4.8776 -0.54 -0.13 1.44 -0.6445
H 2.9373 2.0881 5.6456 0.43 -0.66 -1.24 0.2888
H 4.4544 1.6591 4.7543 0.51 0.46 0.12 0.3353
H 3.4198 1.7883 2.5355 0.67 0.13 -0.14 0.1927
H 2.2175 2.7218 3.3885 -0.42 1.65 -0.13 0.1535
H 1.6149 0.3914 2.1824 0.08 -0.60 -0.94 -0.1410
H 0.7523 1.1403 3.4670 -0.94 -0.03 0.30 -0.0955
H 3.9702 -0.4786 4.4265 1.43 -0.82 -0.21 0.3938
H 3.0284 -0.3421 5.9416 0.01 0.22 -1.13 0.2644
C -3.4853 -4.2215 -3.5819 0.33 1.68 0.91 -0.3424
C -3.1062 -3.5002 -4.8916 -1.44 0.19 0.27 -0.5507
C -4.2845 -2.4735 -5.0006 -0.44 -1.01 -0.76 -0.4803
O -4.6419 -2.1407 -3.6646 -0.25 0.11 -0.07 -0.4422
C -4.0245 -3.0235 -2.7481 1.02 0.06 0.00 0.5648
H -2.6499 -4.6284 -3.0049 -0.03 -0.39 -0.47 0.2661
H -4.2970 -4.9333 -3.6819 0.08 -0.28 -0.26 0.3127
H -3.0744 -4.1687 -5.7600 0.28 0.31 0.19 0.3642
H -2.2058 -2.9205 -4.7434 0.51 -0.18 -0.15 0.2093
H -5.1613 -2.9769 -5.5486 0.99 0.76 0.79 0.2471
H -4.0363 -1.5352 -5.5293 -0.01 -0.51 0.15 0.3117
H -4.6845 -3.3368 -1.9679 -1.06 -0.31 0.22 0.2486
H -3.2667 -2.4684 -2.1352 0.01 -0.38 -0.97 -0.6481
C -3.2254 -3.9216 0.9906 -0.99 0.32 -1.25 -0.0131
C -2.1029 -3.4279 0.0765 0.59 0.90 2.89 0.8519
C -0.9857 -4.2442 0.6621 0.48 -0.42 0.30 0.5303
O -1.5665 -5.4992 1.1491 1.33 0.71 -0.43 -0.5103
C -2.9694 -5.4159 1.0586 -0.12 0.81 1.06 -0.6380
H -4.2306 -3.7906 0.5433 0.35 0.58 0.70 0.3216
H -3.0558 -3.4898 1.9753 -0.58 0.17 0.09 -0.1303
H -1.8259 -2.3419 0.0616 -0.69 -0.92 0.14 -0.8602
H -2.2214 -3.8075 -0.8550 -0.74 -0.72 -3.13 0.3310
H -0.4512 -3.6647 1.4294 -0.26 -0.62 0.36 -0.7706
H -0.2598 -4.4643 -0.0955 0.57 -0.45 -0.38 0.3106
H -3.3719 -5.7563 2.0297 -0.09 -0.47 -0.68 0.3764
H -3.3940 -5.9504 0.1886 0.25 0.00 0.37 0.2743
C -2.1604 -1.2114 4.3502 2.47 -0.86 2.13 -0.4978
C -3.3997 -0.6572 3.8171 -0.98 0.88 -0.72 -1.1073
C -2.9476 0.1168 2.6166 0.45 1.74 -0.02 -0.0628
O -1.9747 -0.7159 1.9994 1.04 0.06 1.79 0.3657
C -1.1943 -1.2879 3.1730 -0.70 -1.05 -2.51 2.1324
H -2.3091 -2.2026 4.8664 0.29 0.95 -0.56 0.3079
H -1.6898 -0.5206 5.0862 -0.45 -0.44 -0.19 0.3920
H -3.9083 -0.0178 4.5147 -0.54 0.04 0.35 0.4906
H -4.0086 -1.4465 3.4422 -0.90 -0.61 -0.03 0.3512
H -2.5804 1.1750 2.9565 -0.08 -1.72 -0.67 -0.1851
H -3.7241 0.2699 1.8829 -0.38 0.14 -0.07 0.3885
H -0.2590 -0.7240 3.2511 -0.37 -0.19 0.27 -1.4870
H -0.9879 -2.3468 2.8490 0.00 1.07 0.47 -0.9945
C 4.6918 2.8390 -3.0685 -1.01 3.05 -0.10 -0.9266
C 5.4806 2.1149 -2.0750 0.58 -2.54 0.46 -0.4324
C 4.3822 1.1728 -1.4755 1.13 0.47 0.60 -0.1919
O 3.3524 2.1342 -1.2452 -0.24 -0.87 0.19 -0.1342
C 3.3243 2.9910 -2.3742 -0.65 -1.23 -1.05 0.2156
H 4.5932 2.4129 -4.0494 0.01 -0.73 -0.23 0.3714
H 5.1196 3.8282 -3.2411 0.01 0.11 -0.09 0.3161
H 5.8651 2.7491 -1.2743 0.05 -0.04 -0.17 0.2591
H 6.2744 1.5817 -2.6097 0.18 -0.08 0.59 0.3947
H 4.6541 0.7331 -0.4819 -0.28 0.23 -0.93 0.1164
H 4.1099 0.3713 -2.2081 -0.05 0.51 0.50 -0.0031
H 2.9798 3.9270 -2.0206 0.32 1.29 0.21 0.1846
H 2.5406 2.6720 -3.0745 -0.04 -0.20 0.02 -0.2127
C 0.6998 -0.0173 -1.9226 -3.54 -1.18 -0.73 -0.0281
C 0.0229 1.1402 -2.6221 0.34 1.27 -0.16 -0.7686
C -0.0646 2.2068 -1.5238 -1.83 -0.62 0.68 0.7990
O -0.2470 1.4567 -0.2817 0.18 0.74 -0.67 -0.0152
C 0.1411 0.1209 -0.5039 -0.15 -0.37 -0.83 1.2908
H 1.7138 -0.0431 -2.0824 2.52 0.31 0.31 -0.2154
H 0.3140 -0.9232 -2.4525 0.31 0.24 0.77 0.3284
H -0.9512 0.8651 -3.0475 0.08 0.17 0.36 0.3273
H 0.6305 1.5163 -3.4366 0.05 0.05 -0.34 0.5402
H -0.9695 2.8361 -1.5874 0.39 -0.15 -0.23 -0.5535
H 0.7931 2.8375 -1.4110 0.72 0.23 -0.20 -0.1958
H -0.7212 -0.5047 -0.3367 -0.39 -0.37 -0.16 -0.8735
H 0.8380 -0.1727 0.2181 1.34 -0.35 1.27 -0.6737
C 1.4198 -3.3736 4.8486 -1.16 -0.81 1.17 0.8055
Cl 0.3671 -4.6706 4.1255 0.45 0.56 0.23 -0.1383
Cl 3.1104 -3.8592 4.8693 -0.06 0.20 -0.12 -0.1558
H 1.2508 -2.4750 4.2874 0.32 0.33 -0.31 -0.7951
H 1.0649 -3.2277 5.8997 0.44 -0.21 -0.98 0.3632
C -0.8631 4.9953 -4.2276 -0.59 1.28 -0.33 0.2065
Cl 0.6289 5.7216 -3.5615 -0.42 -0.16 -0.26 -0.1130
Cl -0.7060 4.4624 -5.9034 0.18 -0.08 0.09 -0.1793
H -1.1241 4.1791 -3.6049 -0.05 -0.88 0.38 -0.2430
H -1.7082 5.7162 -4.2060 0.90 -0.26 0.09 0.3097
C -3.5588 6.1265 -0.7646 -1.53 0.20 -0.17 -0.3450
Cl -4.7245 6.0371 -2.1416 0.55 0.01 0.12 -0.1997
Cl -2.0154 5.3768 -1.1006 -0.14 0.17 0.08 0.0465
H -3.4775 7.1701 -0.5070 0.53 0.25 -0.23 0.4064
H -4.1141 5.6651 0.0423 0.53 -0.49 0.09 0.1351
C 5.3133 -2.6435 -3.4161 -0.09 -0.28 3.01 -0.2773
Cl 5.9562 -1.3463 -4.3538 0.39 0.33 -0.58 -0.1401
Cl 3.5399 -2.6939 -3.4525 -0.13 0.05 -0.08 -0.1244
H 5.6528 -3.6383 -3.6827 0.24 0.24 -0.46 0.3697
H 5.6016 -2.4647 -2.3124 -0.46 -0.27 -1.83 0.1694
C 2.9432 4.7718 0.8634 0.98 -0.10 0.72 0.5069
Cl 4.7164 4.8287 1.1891 -0.32 -0.41 -0.13 -0.1963
Cl 2.5490 5.9624 -0.3264 -0.52 0.49 -0.47 -0.1557
H 2.6380 3.7856 0.5536 0.22 -0.29 -0.30 -0.4904
H 2.5069 5.0123 1.8139 -0.41 0.23 0.21 0.3825
C 2.5842 -2.9957 1.1004 -0.32 -0.68 -0.16 1.2213
Cl 4.0058 -1.9108 1.1773 -0.76 -0.22 -0.25 -0.1594
Cl 2.8522 -4.4087 -0.0103 0.04 0.69 0.62 -0.1889
H 2.4261 -3.3720 2.1140 0.15 -0.07 -0.33 -0.2772
H 1.6461 -2.5445 0.7326 0.87 0.34 0.14 -0.6486
C -3.2950 0.2259 -0.7795 -0.78 -0.01 -1.44 1.5973
Cl -3.7433 1.8813 -1.2314 0.12 0.39 -0.03 -0.1286
Cl -4.8208 -0.6606 -0.3978 0.87 0.05 -0.10 -0.1330
H -2.7882 -0.1875 -1.6891 -0.58 -0.03 1.10 -0.0866
H -2.6748 0.3009 0.0863 0.36 -0.33 0.35 -1.3568
C -1.6295 3.6407 1.7918 -0.10 0.26 -0.15 0.7657
Cl -3.1659 4.4303 2.2607 0.27 0.08 0.11 -0.2006
Cl -0.6374 3.2497 3.2095 -0.21 0.05 0.00 -0.1693
H -1.9658 2.7237 1.2913 0.74 0.36 -0.03 -0.6123
H -1.0179 4.3501 1.2013 -0.71 -0.71 0.14 0.2251
```
Forces are in eV/Å.

The calculation puts the highest occupied orbital energy at -9.48 eV. As for the HOMO-LUMO gap: 0.362 hartree.

---

| no. | DFT total energy (Eh) |
| --- | --- |
| 1 | -5266.28121 |
| 2 | -9072.00719 |